131
Properties=species:S:1:pos:R:3:forces:R:3 method="wB97M-V/def2-TZVPD" energy_ev=-79837.0413 total_charge=+1 homo_energy_ev=-10.053 multiplicity=1
S -3.7265 2.7754 -4.7562 -0.21 0.06 -0.19
F -8.2114 -0.7172 -4.4303 -0.24 -1.50 -0.73
F -7.6540 -0.0058 -2.4966 0.38 -0.54 1.08
F -8.8227 1.1986 -3.7903 -0.85 0.91 0.00
O 3.8835 7.2151 2.6626 -0.15 -0.02 0.00
O 2.8368 -1.3890 3.2511 -0.03 -0.01 -0.03
O -5.5548 -3.8342 -2.1651 -0.02 0.21 -0.02
O 2.8932 2.9461 4.0392 -0.05 0.09 -0.04
O -0.7419 0.5626 5.1801 -0.01 0.07 -0.11
O -1.9034 -1.4162 -6.7679 0.08 -0.22 0.18
N -2.7398 -0.8856 -5.7756 1.20 0.24 0.16
N -3.4052 -1.1647 -3.5405 -0.62 -0.03 -0.52
N -2.2457 0.6557 -1.4366 0.19 0.01 -0.25
N -0.2541 -1.0419 2.6788 -0.01 -0.07 0.00
N 2.4342 5.9581 4.9736 0.10 -0.09 -0.13
N -1.3487 -1.9788 -4.2260 0.21 -0.46 0.15
C 2.3133 4.6986 5.7007 -0.14 0.13 -0.06
C 3.7589 6.5646 5.0041 -0.11 -0.12 -0.07
C 3.1988 3.5239 5.2971 0.03 -0.15 0.20
C 0.3235 -3.3670 -3.0599 -0.12 0.15 0.73
C -4.1761 0.1165 -3.7388 0.39 0.87 0.39
C -0.6820 1.8117 4.5225 0.01 -0.02 0.06
C 6.6751 -0.9263 2.9054 0.45 0.17 -0.20
C -4.0237 0.0495 0.1228 0.30 0.06 -0.25
C -7.8151 0.3437 -3.7694 0.36 1.22 -0.13
C 4.0717 -2.3369 -2.6551 -0.17 -0.61 0.11
C -4.5020 0.6803 -2.3314 -0.47 -0.98 0.06
C 2.4973 -0.4454 4.2552 0.15 0.03 -0.05
C -3.1508 1.1007 -4.3788 0.58 -0.14 -0.20
C 1.5818 -2.8172 -2.3422 0.08 -0.56 -0.67
C 2.8547 -3.1295 -3.1481 -0.04 0.38 0.19
C 6.5796 -2.4188 0.2618 -0.42 0.10 -0.54
C -5.4402 -0.0399 -4.6084 -0.30 0.44 -0.22
C -2.4559 -1.3767 -4.4989 -0.32 0.44 -0.16
C 7.5216 -0.5138 1.6966 -0.52 -0.34 -0.33
C -0.9099 -1.4959 3.9036 0.12 0.10 -0.09
C -0.9296 -2.4670 -2.9048 0.71 -0.57 0.22
C -1.6413 -0.3779 4.6172 -0.05 -0.14 0.13
C -3.4787 0.4536 -1.2372 -0.10 0.17 0.38
C 4.5795 -2.8370 -1.2828 0.11 0.22 -0.56
C 3.8842 7.6926 4.0024 0.21 0.08 0.10
C -5.0044 -2.5275 -2.1153 -0.11 -0.76 -0.12
C 3.4139 3.6259 2.9129 -0.07 -0.15 -0.08
C 0.7165 -1.9949 2.1348 -0.05 0.15 -0.02
C 6.1178 -2.8055 -1.1681 -0.18 0.31 0.70
C -2.6043 0.5887 -5.7296 -1.12 0.20 0.00
C 2.7054 7.4854 1.9334 0.08 -0.02 -0.04
C -6.5961 0.9720 -4.3844 0.38 -0.20 -0.49
C -7.3546 -5.3616 -1.7579 0.28 0.38 -0.10
C 6.8327 -0.9101 0.3813 0.23 -0.29 0.02
C 1.8910 -2.4110 3.0203 0.10 -0.13 -0.12
C -6.8940 -3.9070 -1.6563 0.09 -0.43 -0.34
C -4.1921 -2.4169 -3.3976 0.04 -0.52 0.38
H -1.7107 0.4850 -0.5839 0.01 0.02 0.00
H 0.5382 -3.5647 -4.1148 -0.04 0.04 0.03
H 1.2741 4.3744 5.6014 0.00 -0.01 0.07
H -3.1867 1.0065 -6.5539 0.21 -0.14 -0.12
H 0.1766 -2.8974 1.8247 0.01 -0.03 0.07
H 3.5310 2.8923 2.1140 0.02 -0.03 0.04
H 7.4664 -0.6192 -0.4655 -0.07 0.12 0.10
H 4.8755 -2.4550 -3.3869 -0.06 0.13 0.00
H 4.5551 5.8424 4.7791 0.08 0.06 0.04
H 4.3894 4.0722 3.1204 -0.02 0.05 0.02
H 2.7298 4.3989 2.5511 0.08 0.09 0.03
H -5.8230 -1.8038 -2.0634 0.23 0.15 0.06
H 4.8482 8.1819 4.1627 -0.02 0.03 -0.02
H 1.8725 6.8367 2.2301 -0.04 0.06 0.03
H -7.8660 -5.5168 -2.7082 -0.05 -0.14 0.14
H 7.6994 0.5649 1.6834 0.11 -0.09 0.14
H 4.2311 -3.8688 -1.1626 -0.01 0.10 0.26
H -6.4741 -6.0063 -1.7442 -0.11 -0.03 0.16
H 3.1002 8.4413 4.1512 -0.07 -0.06 -0.01
H 5.6870 -0.4623 2.8437 0.01 -0.10 0.16
H -0.1236 1.7631 3.5808 -0.04 0.02 -0.03
H 5.8739 -0.3864 0.2721 0.10 0.07 0.01
H -4.3408 -2.4717 -1.2439 -0.14 0.40 0.02
H -2.2939 1.1948 -3.7066 -0.29 -0.14 0.22
H -4.8468 -2.6246 -4.2506 0.09 0.27 -0.01
H -2.2014 -0.8178 5.4469 -0.02 0.02 -0.01
H 5.7527 -2.6947 0.9232 0.33 -0.16 0.25
H 7.4750 -2.9812 0.5425 -0.06 0.08 0.06
H -3.3863 -0.7433 0.5230 -0.14 0.02 0.09
H -6.9102 -3.5444 -0.6233 -0.06 0.05 -0.07
H 3.0744 -4.2002 -3.0761 -0.04 0.04 -0.16
H 2.9238 7.2982 0.8830 0.02 0.00 0.01
H 1.9465 -0.9069 5.0788 -0.07 -0.01 -0.03
H 4.1394 -2.2203 -0.4928 -0.01 -0.17 0.05
H -1.7231 -3.0408 -2.4289 -0.14 0.23 -0.17
H -4.7435 1.7414 -2.3940 0.09 -0.02 0.00
H 6.5281 -3.7852 -1.4218 -0.01 0.14 -0.25
H -5.1531 0.0522 -5.6576 0.06 -0.15 0.09
H -3.8634 3.2612 -3.5161 0.18 -0.08 0.07
H -3.4931 -3.2594 -3.3826 -0.03 0.14 0.02
H -5.4225 0.1929 -2.0069 0.02 0.24 0.02
H 2.1637 5.8052 4.0114 0.01 0.02 0.00
H -5.8900 -1.0284 -4.5211 0.26 -0.02 0.11
H 1.5617 -2.8536 3.9673 -0.05 0.09 0.04
H 2.3967 8.5286 2.0456 -0.03 0.00 0.01
H -1.6844 2.2059 4.3271 0.00 0.00 -0.02
H -1.6233 -2.2868 3.6502 0.00 -0.01 0.00
H -5.0590 -0.2854 0.0746 0.06 0.03 0.12
H 1.6531 -3.3279 -1.3786 0.01 0.44 0.15
H -3.9390 0.9036 0.7996 -0.15 -0.07 0.00
H -1.0227 -1.0038 -6.7007 -0.12 0.24 -0.12
H -6.9396 1.3147 -5.3635 0.05 0.04 0.09
H -2.3602 0.1148 3.9560 0.03 0.05 -0.10
H 1.5091 -1.7349 -2.1932 -0.03 -0.07 0.08
H -0.6829 -2.1368 -4.9707 -0.22 -0.15 -0.15
H -6.3196 1.8677 -3.8370 -0.06 -0.09 0.12
H -1.5500 0.8658 -5.8403 -0.05 -0.01 -0.02
H 3.7899 -1.2799 -2.6052 0.25 0.01 -0.06
H 1.1370 -1.5482 1.2287 0.00 -0.03 -0.01
H 6.5624 -2.0119 2.9104 -0.13 0.09 0.14
H -0.1585 2.5002 5.1821 0.02 -0.02 0.01
H 1.9282 0.3902 3.8435 -0.06 0.03 0.11
H 3.9454 6.9607 6.0068 0.00 -0.01 0.01
H 7.1726 -0.6354 3.8337 -0.19 0.01 0.00
H 2.6668 -2.8962 -4.2042 0.04 -0.04 0.07
H 6.4966 -2.0499 -1.8632 0.15 -0.24 -0.08
H -8.0099 -5.6169 -0.9262 -0.04 -0.07 -0.13
H 2.4795 4.8999 6.7639 0.05 -0.02 0.00
H 4.2665 3.7669 5.3520 -0.01 0.08 -0.09
H 3.0275 2.7293 6.0285 -0.01 -0.01 -0.02
H -7.5299 -3.2875 -2.3010 -0.02 0.20 0.34
H -0.1955 -1.9119 4.6224 -0.07 -0.07 0.05
H 0.0891 -4.3279 -2.5967 -0.01 -0.06 -0.33
H 3.4264 -0.0328 4.6470 0.03 -0.04 -0.04
H 8.4826 -1.0390 1.7247 0.04 0.23 0.09
H 2.4337 -3.1977 2.4881 0.00 0.02 0.00
H -0.6813 -1.6205 -2.2619 -0.30 0.13 -0.16
H 0.2256 -0.1713 2.8645 0.00 0.01 0.05